No. 1
Below is the molecule C10H12N2 in a non-equilibrium geometry, with properties calculated with ωB97M-V/def2-TZVPD.

The geometry in XYZ format:
```
24
Properties=species:S:1:pos:R:3:forces:R:3:lowdin_charge:R:1
N -2.704350 1.201259 0.174639 -1.923 -1.328 -1.240 0.0478
N -3.029295 -0.127505 -0.192146 -0.758 0.345 0.019 0.0937
C -1.398000 1.260014 0.473566 -0.309 -0.661 1.195 -0.2196
C 0.420186 -0.241056 0.297804 -1.913 -2.391 -1.072 -0.3959
C 1.288191 -0.743436 1.406934 2.333 -1.191 -0.859 -0.0339
C -0.984496 -0.049331 0.694104 -0.486 1.316 -0.854 -0.1297
C -1.955978 -0.836371 0.062628 -0.035 0.523 0.560 -0.2988
C -0.271431 2.040927 0.071518 3.603 0.069 -1.108 0.0703
C 2.171308 1.381532 -0.461553 0.107 0.907 -4.237 -0.0470
C 0.785949 1.142666 -0.164336 -2.915 1.392 0.869 -0.2240
C 0.130359 -1.411568 -0.834249 -0.796 1.111 0.264 -0.0494
C -1.350394 -2.044574 -0.593250 1.956 -0.419 1.640 -0.0707
H -1.773850 -2.237710 -1.584520 -0.150 -0.595 0.602 0.1039
H 2.494153 2.419859 -0.615454 -0.415 -0.238 -0.506 0.0985
H 0.945616 -1.614315 2.011010 -0.083 0.864 -0.561 0.1081
H -3.462020 1.828870 -0.135048 1.428 -0.071 0.477 0.1594
H -0.072371 3.126146 -0.103991 -0.832 -1.007 0.218 0.1217
H 1.561901 0.104871 1.978239 -0.060 0.649 1.409 0.0735
H -1.207325 -2.938800 0.163028 -0.749 1.451 -1.855 0.1424
H 0.051694 -0.902858 -1.798851 0.215 -0.008 -0.003 0.1075
H 2.630275 1.126486 0.381576 2.581 -1.387 3.474 0.0212
H 0.923365 -2.139097 -0.889030 0.267 -0.340 0.053 0.0907
H 2.282875 -1.014661 0.947963 -0.766 -0.195 0.478 0.0979
H 2.523646 0.668643 -1.290589 -0.297 1.204 1.037 0.1326
```
Positions in Å, forces in eV/Å.

Summary:
HOMO-LUMO gap	0.323	hartree
charge	0
SMILES	CC1=Cc2[nH]nc3c2[C@@]1(C)CC3
max |F|	4.54	eV/A
relative energy (zero: lowest compared OMol25 entry of this formula, charge and spin)	3.575	eV
LUMO	0.84	eV
E_HOMO	-8.0	eV


No. 2
Below is a structure of composition C10H12N3O4PZn in a non-equilibrium geometry, with properties calculated with ωB97M-V/def2-TZVPD.

The geometry in XYZ format:
```
31
Properties=species:S:1:pos:R:3:forces:R:3:lowdin_charge:R:1
Zn 0.170534 -1.266642 -2.704117 -0.148 1.219 -0.038 0.4512
P 0.065495 -0.410581 -0.548294 -0.177 1.201 0.804 0.9222
O -2.857371 -2.156180 -2.189168 4.647 1.278 -0.301 0.2297
O -0.144097 0.717370 -5.452623 0.380 -2.541 3.120 0.2165
O -0.664649 4.162092 -3.002942 0.148 -1.136 2.230 0.0501
O 3.344748 -1.147163 -2.290759 -4.923 -0.303 -0.114 0.2272
N 1.142123 0.892181 1.582456 -0.072 -0.450 -0.472 -0.1298
N -1.302526 0.603206 1.567286 0.506 -0.100 -0.130 -0.1288
N 0.164331 -1.336095 1.998680 -0.130 0.552 -0.389 -0.1282
C 1.329440 0.759577 0.135398 0.193 0.187 0.266 -0.2798
C 1.282484 -0.395426 2.283808 -0.514 -0.149 0.030 -0.1351
C -0.160698 1.489548 1.902724 -0.236 -0.125 0.032 -0.1404
C -1.439364 0.436260 0.126147 -0.230 0.061 0.190 -0.2846
C -0.594068 3.626182 -1.997143 -0.137 1.095 -2.231 0.0204
C -0.036372 0.003431 -4.566504 -0.339 2.253 -2.772 0.0972
C 2.202741 -1.266269 -2.405318 5.880 -0.425 -0.630 0.0136
C -1.744542 -1.901886 -2.349426 -5.373 -2.267 -0.402 0.0128
C -1.142878 -0.674355 2.277570 0.512 -0.077 0.027 -0.1359
C 0.223515 -1.828343 0.628625 0.054 -0.161 0.342 -0.2954
H -2.319543 -0.167272 -0.121330 -0.067 0.210 0.179 0.0922
H -0.271676 2.436079 1.353972 0.031 -0.227 0.281 0.1389
H -1.945421 -1.362618 1.981101 0.117 0.186 0.242 0.1387
H -0.599244 -2.531552 0.444961 0.222 -0.050 0.101 0.1016
H -1.173694 -0.479802 3.360314 -0.158 -0.088 -0.405 0.1478
H 2.330899 0.382058 -0.109829 -0.069 0.253 0.251 0.0909
H 2.221017 -0.883816 1.987804 -0.162 0.214 0.238 0.1394
H 1.264242 -0.202546 3.365269 0.184 -0.054 -0.338 0.1470
H 1.175144 1.739125 -0.342465 0.154 -0.275 0.076 0.0914
H 1.187153 -2.322454 0.451312 -0.202 -0.120 0.087 0.1032
H -0.188420 1.664207 2.986491 -0.021 0.099 -0.338 0.1473
H -1.519310 1.421695 -0.353988 -0.073 -0.262 0.066 0.0788
```
Positions in Å, forces in eV/Å.

Summary:
HOMO-LUMO gap	0.221	hartree
charge	+2
max |F|	5.93	eV/A
LUMO	-9.10	eV
E_HOMO	-15.1	eV


No. 3
Below is the ion C10H12N3OS with charge +1 in a non-equilibrium geometry, with properties calculated with ωB97M-V/def2-TZVPD.

The geometry in XYZ format:
```
27
Properties=species:S:1:pos:R:3:forces:R:3:lowdin_charge:R:1
S 0.889715 1.355798 1.349085 0.894 -0.221 -0.351 1.0462
O -2.874594 0.961459 3.686103 -4.338 -0.295 2.922 0.1238
N -1.311310 -0.067219 2.441161 -0.037 4.986 0.786 -0.2535
N -1.848877 -1.302266 2.506113 -3.101 -1.203 -0.280 0.0666
N -0.388067 -0.051593 -0.949544 0.554 1.406 -2.035 0.1522
C -0.163454 0.059892 1.735752 0.636 -4.047 -1.102 -0.4637
C -1.941143 1.099811 3.030497 3.004 -2.241 -2.288 -0.2881
C 3.151882 0.618192 -0.118018 0.480 1.214 0.891 -0.0612
C 0.982035 -0.006682 -1.043220 -0.653 -0.791 -0.032 -0.2476
C 3.745785 -0.132371 -1.096485 0.632 -0.505 0.127 -0.0207
C 1.669326 -0.693020 -2.067529 -0.139 -0.504 -0.615 0.0189
C -2.695894 0.261492 -1.740840 1.879 -4.053 -0.344 -0.0155
C 1.764388 0.591570 -0.021228 -0.928 1.375 1.427 -0.3912
C 3.031716 -0.788521 -2.098859 -1.217 -0.196 0.502 -0.0141
C -1.207079 0.528604 -1.769464 -2.028 -3.738 4.600 -0.0687
H -1.568623 -1.836928 3.327270 -0.227 0.408 0.089 0.1156
H -0.891030 1.165699 -2.457255 1.787 2.967 -2.986 0.0954
H -2.842992 -0.302729 -2.717818 -0.180 0.807 0.838 0.1172
H -2.921384 -1.200921 2.453911 2.297 -0.420 0.390 0.1513
H -3.277879 1.120429 -1.748214 -1.076 1.535 0.114 0.0560
H 4.780483 -0.388325 -1.006792 0.649 0.420 -0.062 0.1260
H -1.526702 2.060541 2.804322 0.943 0.652 -0.528 0.1202
H 3.814855 1.205582 0.573752 -1.073 -0.885 -0.437 0.1494
H -2.955029 -0.529183 -0.956929 0.264 1.503 -0.801 0.1118
H 3.512761 -1.488522 -2.751323 0.213 0.102 -0.503 0.1255
H -0.008246 -1.031788 1.435332 1.002 1.931 -0.092 0.1213
H 1.079356 -1.209001 -2.799779 -0.237 -0.206 -0.232 0.1269
```
Positions in Å, forces in eV/Å.

Summary:
HOMO-LUMO gap (alpha / beta)	0.217 / 0.194	hartree
charge	+1
expectation value of S²	2.021
max |F|	6.26	eV/A
multiplicity	3
relative energy (zero: lowest compared OMol25 entry of this formula, charge and spin)	2.352	eV
LUMO (alpha / beta)	-3.62 / -7.34	eV
E_HOMO (alpha / beta)	-9.5 / -12.6	eV